1.
A molecular structure, C25H29FeN6S in a non-equilibrium geometry, computed with ωB97M-V with the def2-TZVPD basis set.

Computed properties:
Net charge   +2
Gap between HOMO and LUMO (spin up / spin down)   6.26 / 7.16 eV
2S+1   2

```
62
Properties=species:S:1:pos:R:3:mulliken_spin:R:1
Fe -0.3034 -0.3481 -0.2571 1.548
C -3.3209 0.7656 -2.1559 0.005
C -3.3658 -0.0830 -0.9206 -0.005
C -4.4590 -0.8925 -0.6442 0.003
C -4.4444 -1.7076 0.4720 -0.001
C -3.3688 -1.6541 1.3460 0.011
C -2.3504 -0.7664 1.0615 0.011
N -2.3207 -0.0322 -0.0697 -0.042
C -1.2263 -0.5480 2.0685 -0.004
C -1.2818 -1.1954 3.2939 0.013
C -0.3624 -0.8789 4.2575 0.000
C 0.6266 0.0362 3.9576 0.001
C 0.7327 0.5731 2.6854 0.003
N -0.2313 0.3059 1.7492 -0.023
C 1.9304 1.4654 2.4157 0.001
C 3.0698 1.3553 3.2094 0.000
C 4.1358 2.2053 2.9625 0.000
C 4.0342 3.1260 1.9436 0.000
C 2.8744 3.1568 1.1687 0.007
C 2.7329 4.1329 0.0262 -0.011
N 1.8551 2.3239 1.4040 -0.001
H -4.3222 0.9009 -2.5605 0.000
H -2.7088 0.2915 -2.9294 0.000
H -2.8914 1.7405 -1.9306 -0.002
H -5.3072 -0.8865 -1.3165 0.000
H -5.2736 -2.3759 0.6740 0.000
H -3.3630 -2.2797 2.2249 0.000
H -2.0680 -1.8981 3.5246 0.000
H -0.4251 -1.3233 5.2437 0.000
H 1.3063 0.3418 4.7353 0.000
H 3.1661 0.6200 3.9924 0.000
H 5.0334 2.1409 3.5658 0.000
H 4.8431 3.8139 1.7320 0.000
H 3.5326 4.8719 0.0470 0.000
H 1.7748 4.6500 0.0790 0.002
H 2.7786 3.6137 -0.9362 0.001
N 1.7206 -0.3562 -0.2047 -0.047
C 2.4696 -1.3327 -1.0416 -0.001
C 2.1533 -2.7494 -0.5964 0.004
C 0.7783 -3.1907 -1.0509 -0.002
N -0.2908 -2.4486 -0.3111 0.018
H 1.9454 0.5973 -0.4866 0.002
H 2.0531 -0.4355 0.7516 0.001
H 3.5380 -1.1347 -0.9893 -0.002
H 2.1605 -1.1853 -2.0758 -0.001
H 2.2172 -2.8180 0.4987 0.000
H 2.9027 -3.4386 -0.9872 0.000
H 0.6422 -4.2615 -0.9164 0.000
H 0.6568 -2.9766 -2.1118 0.000
H -0.2576 -2.7378 0.6647 0.001
H -1.1962 -2.7689 -0.6454 0.001
S -0.3305 2.0720 -0.6574 -0.472
C -0.1389 1.5011 -2.2654 0.020
C -0.0910 2.2416 -3.4457 0.006
C -0.0219 1.5600 -4.6407 0.000
C -0.0026 0.1621 -4.6406 -0.001
C -0.0349 -0.4960 -3.4393 -0.001
N -0.0822 0.1637 -2.2594 -0.045
H -0.1264 3.3232 -3.4023 0.002
H 0.0043 2.1041 -5.5770 0.001
H 0.0359 -0.4032 -5.5623 0.000
H -0.0185 -1.5779 -3.3986 0.001
```

***

2.
A molecular structure, C25H29IN5O3SV in a non-equilibrium geometry, computed with ωB97M-V with the def2-TZVPD basis set.

Computed properties:
Net charge   +1
ΔE to the lowest compared entry with this formula, charge and spin   2.086 eV
Gap between HOMO and LUMO (spin up / spin down)   5.99 / 6.19 eV
2S+1   2

```
65
Properties=species:S:1:pos:R:3:mulliken_spin:R:1
V 0.3588 -0.3722 -0.5798 1.215
O 1.9179 7.6556 -0.1002 0.000
C 1.0035 6.7914 0.3879 0.001
O 0.0703 7.1966 1.0175 -0.001
C 1.2127 5.3351 0.1091 -0.005
C 2.4483 4.7601 -0.1407 0.004
C 2.5785 3.3920 -0.3383 -0.007
C 1.4665 2.5488 -0.2828 0.046
C 0.2243 3.1444 -0.0670 -0.007
C 0.1007 4.5044 0.1360 0.000
N 1.5436 1.1379 -0.4428 -0.052
C 2.7570 0.5945 -0.9659 -0.017
C 3.0023 -0.7864 -0.3997 0.035
C 4.2762 -1.3158 -0.3548 -0.005
C 4.4528 -2.5987 0.1300 0.012
C 3.3426 -3.3117 0.5603 -0.006
C 2.0956 -2.7324 0.4684 0.027
N 1.9142 -1.4878 -0.0072 -0.026
H 2.5471 7.2040 -0.6743 0.000
H 3.3514 5.3611 -0.1547 0.000
H 3.5703 3.0104 -0.5244 0.000
H -0.6628 2.5272 -0.1022 -0.007
H -0.8725 4.9492 0.3089 0.000
H 3.6363 1.1998 -0.7944 0.008
H 5.1124 -0.7189 -0.6960 0.000
H 5.4422 -3.0413 0.1659 0.001
H 3.4304 -4.3202 0.9439 0.000
H 1.2005 -3.2738 0.7393 -0.001
O 2.7579 0.4124 -2.4358 -0.004
N 1.5275 0.7207 -3.0224 -0.015
C 1.5224 1.7713 -3.9104 0.007
C 0.5027 2.1898 -4.6895 -0.011
C -0.8877 1.7220 -4.7419 0.004
C -1.5533 1.1448 -3.7380 -0.007
C -0.8222 1.0083 -2.4423 -0.001
S -1.7622 0.4390 -0.9707 -0.055
H 2.4993 2.2225 -4.0251 0.000
H 0.7811 2.9506 -5.4067 -0.001
H -1.4182 1.9043 -5.6720 0.000
H -2.5750 0.7954 -3.8363 -0.002
C 0.8778 0.0873 4.4626 0.001
C 1.1644 0.0867 2.9385 0.010
N -0.0786 -0.0686 2.1818 -0.038
C -0.7480 -1.3269 2.5665 0.011
C -1.1223 -1.3146 4.0700 0.000
N -0.6150 -0.0209 4.6488 0.000
C -1.3079 1.1362 3.9790 0.000
C -0.9743 1.0644 2.4687 0.015
H 1.1980 1.0044 4.9492 0.000
H 1.3273 -0.7577 4.9771 0.000
H 1.8388 -0.7282 2.6834 0.002
H 1.6363 1.0202 2.6374 -0.002
H -0.0818 -2.1576 2.3541 -0.002
H -1.6296 -1.4635 1.9487 0.003
H -0.6622 -2.1252 4.6290 0.000
H -2.1962 -1.3408 4.2356 0.000
H -0.8234 -0.0001 5.6434 0.000
H -0.9386 2.0459 4.4458 0.000
H -2.3710 1.0431 4.1851 0.000
H -0.4832 1.9793 2.1647 0.000
H -1.8757 0.9552 1.8718 -0.004
I -1.0003 -2.8087 -0.7448 -0.035
C 0.3714 0.0312 -2.5629 -0.086
H -0.4036 1.9854 -2.2012 0.008
H 0.1313 -0.8664 -3.1206 -0.011
```

***

3.
A molecular structure, C25H29N2O2Pt in a non-equilibrium geometry, computed with ωB97M-V with the def2-TZVPD basis set.

Computed properties:
Net charge   +1
Gap between HOMO and LUMO (spin up / spin down)   6.76 / 5.39 eV
2S+1   5

```
59
Properties=species:S:1:pos:R:3:mulliken_spin:R:1
Pt 0.8584 -1.2203 -0.4527 1.141
C 3.0385 -0.7722 0.3973 0.270
C 2.9348 0.6247 0.0995 0.322
C 1.9807 1.1952 0.9730 0.261
C 1.4382 0.1628 1.7900 0.270
C 2.0566 -1.0777 1.4163 0.112
C 2.0399 -2.3333 2.2284 0.026
C 0.4744 0.3841 2.8975 0.001
C 1.6364 2.6343 1.1108 -0.004
C 3.7787 1.3546 -0.8840 0.018
C 4.1723 -1.6501 0.0127 0.018
H 2.3344 -3.1968 1.6323 0.005
H 1.0542 -2.5150 2.6554 0.000
H 2.7477 -2.2437 3.0583 0.007
H -0.3723 0.9863 2.5600 0.010
H 0.9619 0.9398 3.7039 0.020
H 0.1046 -0.5519 3.3101 0.002
H 2.1344 3.0479 1.9930 0.022
H 0.5631 2.7686 1.2547 0.017
H 1.9533 3.2193 0.2502 -0.003
H 3.9807 0.7446 -1.7638 0.004
H 4.7418 1.6049 -0.4292 0.011
H 3.3122 2.2870 -1.1981 0.001
H 3.8187 -2.6206 -0.3363 0.011
H 4.7951 -1.8376 0.8929 0.013
H 4.7845 -1.1980 -0.7642 0.001
N -0.6128 -2.8614 -1.0855 0.193
N -0.0884 -4.1601 -0.9798 0.011
C 1.3271 -4.1835 -0.7737 0.003
O 1.8168 -5.2037 -0.3359 0.038
O 1.8833 -3.0709 -1.0761 0.100
H -1.5416 -2.7928 -0.6926 -0.009
H -0.6351 -2.5878 -2.0610 -0.004
H -0.5996 -4.8034 -0.3980 0.002
C -5.0915 1.8107 1.7912 0.109
C -4.1875 2.4172 0.9239 -0.045
C -3.0958 1.7168 0.4555 0.090
C -2.8989 0.3729 0.8259 0.090
C -3.8002 -0.2106 1.7348 0.092
C -4.8877 0.4976 2.2021 -0.041
C -1.8273 -0.4481 0.3146 0.232
C -0.9147 -0.1893 -0.6806 0.438
C -1.0328 0.6731 -1.8281 -0.115
C -2.2608 0.8226 -2.5074 0.097
C -2.3482 1.6170 -3.6317 -0.041
C -1.2242 2.2785 -4.1146 0.112
C 0.0035 2.1222 -3.4763 -0.035
C 0.1028 1.3224 -2.3587 0.081
H -5.9459 2.3629 2.1584 0.004
H -4.3402 3.4439 0.6192 -0.001
H -2.3838 2.1994 -0.1980 0.003
H -3.6511 -1.2375 2.0471 0.003
H -5.5813 0.0278 2.8861 0.000
H -1.7131 -1.3837 0.8593 0.001
H -3.1340 0.2955 -2.1444 0.005
H -3.2929 1.7175 -4.1494 -0.001
H -1.3024 2.9003 -4.9961 0.004
H 0.8799 2.6163 -3.8741 0.000
H 1.0552 1.1811 -1.8645 0.024
```

***

| no. | E_tot (eV) |
| --- | --- |
| 1 | -80546.4797 |
| 2 | -84603.8266 |
| 3 | -36707.0769 |